{
  "formula": "C28H78N6O10",
  "method": "ωB97M-V/def2-TZVPD",
  "species": ["C", "O", "C", "C", "C", "N", "H", "H", "H", "H", "H", "H", "H", "H", "H", "H", "H", "C", "O", "C", "C", "C", "N", "H", "H", "H", "H", "H", "H", "H", "H", "H", "H", "H", "C", "O", "C", "C", "C", "N", "H", "H", "H", "H", "H", "H", "H", "H", "H", "H", "H", "C", "O", "C", "C", "C", "N", "H", "H", "H", "H", "H", "H", "H", "H", "H", "H", "H", "C", "O", "C", "C", "C", "N", "H", "H", "H", "H", "H", "H", "H", "H", "H", "H", "H", "C", "O", "C", "C", "C", "N", "H", "H", "H", "H", "H", "H", "H", "H", "H", "H", "H", "O", "C", "C", "O", "H", "H", "H", "H", "H", "H", "O", "C", "C", "O", "H", "H", "H", "H", "H", "H"],
  "xyz": [[23.489, -15.192, 24.639], [23.475, -15.366, 23.258], [22.411, -16.201, 22.702], [22.993, -16.852, 21.504], [24.188, -17.812, 21.780], [23.223, -15.865, 20.440], [23.410, -16.112, 25.206], [22.772, -14.448, 24.994], [24.381, -14.698, 25.002], [21.969, -16.920, 23.456], [21.616, -15.589, 22.325], [22.209, -17.573, 21.222], [25.089, -17.289, 21.961], [24.388, -18.469, 20.902], [23.853, -18.366, 22.659], [23.829, -15.143, 20.754], [22.256, -15.570, 20.313], [19.409, -18.962, 22.249], [18.261, -19.151, 21.480], [18.631, -19.676, 20.242], [17.479, -19.224, 19.344], [16.030, -19.626, 19.612], [17.875, -19.686, 18.098], [19.061, -18.643, 23.236], [20.018, -18.104, 21.903], [19.990, -19.820, 22.542], [19.580, -19.285, 19.877], [18.650, -20.717, 20.357], [17.525, -18.168, 19.216], [15.975, -20.724, 19.406], [15.307, -19.089, 19.067], [15.946, -19.532, 20.669], [17.101, -19.502, 17.427], [17.902, -20.690, 18.097], [13.522, -13.101, 31.400], [14.292, -13.305, 30.292], [14.534, -14.723, 29.953], [15.345, -14.786, 28.735], [15.366, -16.195, 28.151], [16.649, -14.244, 29.160], [14.037, -13.327, 32.335], [12.646, -13.823, 31.432], [13.214, -12.109, 31.397], [15.029, -15.257, 30.825], [13.638, -15.378, 29.741], [14.913, -14.190, 27.954], [15.925, -16.843, 28.822], [15.800, -16.215, 27.186], [14.405, -16.682, 27.967], [16.508, -13.320, 29.454], [16.990, -14.666, 29.964], [20.775, -12.101, 26.970], [21.378, -12.034, 25.647], [21.992, -10.730, 25.422], [22.240, -10.649, 23.908], [23.536, -11.454, 23.726], [22.477, -9.340, 23.257], [19.995, -12.879, 27.067], [20.273, -11.245, 27.274], [21.510, -12.096, 27.725], [21.301, -9.911, 25.812], [22.820, -10.553, 26.071], [21.450, -11.221, 23.499], [23.432, -12.510, 24.072], [24.416, -11.055, 24.257], [23.601, -11.647, 22.693], [21.697, -8.696, 23.403], [22.132, -9.669, 22.304], [15.744, -14.055, 25.265], [16.208, -14.810, 24.165], [15.644, -16.108, 24.026], [16.589, -16.802, 23.092], [16.718, -16.193, 21.719], [16.165, -18.182, 22.924], [15.393, -13.018, 25.057], [16.476, -13.982, 26.017], [14.844, -14.429, 25.734], [15.763, -16.682, 24.922], [14.689, -16.033, 23.616], [17.585, -16.862, 23.483], [15.724, -16.116, 21.311], [17.344, -16.751, 21.080], [17.253, -15.268, 21.806], [16.840, -18.606, 22.230], [16.302, -18.729, 23.843], [17.235, -18.928, 25.754], [16.216, -19.710, 25.092], [14.845, -19.581, 25.362], [14.088, -20.825, 24.819], [14.419, -22.120, 25.483], [14.346, -20.825, 23.435], [16.839, -18.979, 26.778], [17.391, -17.926, 25.425], [18.182, -19.519, 25.659], [14.663, -19.472, 26.392], [14.400, -18.745, 25.011], [13.002, -20.610, 24.953], [15.324, -22.524, 25.055], [13.635, -22.825, 25.239], [14.364, -21.974, 26.598], [14.472, -19.839, 23.205], [15.287, -21.088, 23.345], [18.704, -14.131, 23.472], [19.056, -13.091, 24.289], [18.350, -11.745, 23.928], [18.995, -10.820, 24.476], [17.857, -14.480, 23.724], [18.956, -13.306, 25.327], [20.130, -13.048, 24.174], [17.369, -11.634, 24.155], [18.470, -11.604, 22.859], [18.750, -10.683, 25.416], [18.965, -14.977, 27.816], [18.868, -15.701, 26.604], [20.203, -16.189, 25.972], [19.917, -16.516, 24.814], [18.093, -14.847, 28.144], [18.134, -16.485, 26.756], [18.411, -15.118, 25.743], [20.538, -16.986, 26.711], [20.875, -15.328, 26.038], [20.051, -15.777, 24.208]],
  "e_above_lowest_kcal_mol": 260.3,
  "lumo_ev": 0.32,
  "homo_ev": -8.472,
  "smiles": "COC[C@H](C)N.COC[C@H](C)N.COC[C@H](C)N.COC[C@H](C)N.COC[C@H](C)N.COC[C@H](C)N.OCCO.OCCO"
}

{
  "formula": "C28H78N6O10",
  "method": "ωB97M-V/def2-TZVPD",
  "species": ["C", "O", "C", "C", "C", "N", "H", "H", "H", "H", "H", "H", "H", "H", "H", "H", "H", "C", "O", "C", "C", "C", "N", "H", "H", "H", "H", "H", "H", "H", "H", "H", "H", "H", "C", "O", "C", "C", "C", "N", "H", "H", "H", "H", "H", "H", "H", "H", "H", "H", "H", "C", "O", "C", "C", "C", "N", "H", "H", "H", "H", "H", "H", "H", "H", "H", "H", "H", "C", "O", "C", "C", "C", "N", "H", "H", "H", "H", "H", "H", "H", "H", "H", "H", "H", "C", "O", "C", "C", "C", "N", "H", "H", "H", "H", "H", "H", "H", "H", "H", "H", "H", "O", "C", "C", "O", "H", "H", "H", "H", "H", "H", "O", "C", "C", "O", "H", "H", "H", "H", "H", "H"],
  "xyz": [[-8.804, -3.635, 31.214], [-8.886, -3.549, 32.622], [-9.100, -4.798, 33.204], [-9.610, -4.780, 34.676], [-10.799, -3.962, 34.983], [-8.505, -4.521, 35.579], [-8.411, -2.702, 30.812], [-9.685, -3.821, 30.599], [-8.166, -4.488, 30.981], [-9.959, -5.171, 32.646], [-8.192, -5.401, 33.218], [-10.053, -5.755, 34.878], [-11.786, -4.390, 34.809], [-10.821, -2.936, 34.616], [-10.726, -3.849, 36.065], [-8.799, -4.017, 36.404], [-8.028, -3.824, 35.025], [-6.609, -1.559, 26.959], [-6.260, -2.812, 27.579], [-5.273, -2.794, 28.684], [-5.564, -4.101, 29.451], [-4.766, -4.347, 30.698], [-5.439, -5.208, 28.590], [-7.019, -1.562, 25.949], [-5.705, -0.950, 26.971], [-7.221, -0.958, 27.631], [-4.265, -2.734, 28.273], [-5.347, -1.891, 29.291], [-6.610, -4.080, 29.755], [-3.716, -4.151, 30.480], [-4.941, -5.281, 31.232], [-5.066, -3.529, 31.353], [-4.456, -5.172, 28.362], [-6.044, -4.790, 27.898], [0.055, -9.141, 27.104], [-0.775, -10.163, 27.650], [-1.623, -10.697, 26.649], [-2.920, -11.545, 27.085], [-3.076, -12.868, 26.443], [-4.084, -10.774, 27.166], [-0.587, -8.522, 26.478], [0.991, -9.458, 26.644], [0.281, -8.524, 27.973], [-1.989, -9.869, 26.043], [-1.146, -11.329, 25.900], [-2.651, -11.805, 28.109], [-2.783, -12.639, 25.418], [-4.093, -13.226, 26.603], [-2.520, -13.672, 26.924], [-4.401, -10.263, 26.354], [-4.820, -11.353, 27.544], [-11.227, -7.430, 32.314], [-12.264, -7.110, 31.396], [-12.142, -6.060, 30.485], [-13.330, -5.990, 29.474], [-14.716, -5.885, 30.250], [-13.325, -7.148, 28.678], [-11.100, -6.654, 33.069], [-10.268, -7.715, 31.881], [-11.473, -8.317, 32.897], [-12.134, -5.122, 31.040], [-11.170, -6.165, 30.005], [-13.258, -5.115, 28.828], [-15.602, -5.685, 29.649], [-14.717, -5.085, 30.991], [-14.921, -6.724, 30.914], [-13.060, -7.875, 29.327], [-12.528, -7.018, 28.072], [-1.265, -7.384, 34.091], [-1.833, -7.427, 32.833], [-3.181, -6.992, 32.632], [-4.145, -8.013, 33.325], [-3.720, -9.464, 33.200], [-5.530, -7.894, 32.992], [-1.525, -6.439, 34.569], [-0.204, -7.626, 34.042], [-1.672, -8.143, 34.759], [-3.409, -5.944, 32.825], [-3.396, -7.004, 31.564], [-4.136, -7.601, 34.334], [-3.764, -9.653, 32.128], [-4.505, -10.069, 33.656], [-2.723, -9.776, 33.510], [-6.066, -7.132, 33.381], [-5.856, -7.990, 32.041], [-11.417, -2.618, 28.523], [-10.883, -3.988, 28.358], [-9.875, -4.114, 27.376], [-9.140, -5.462, 27.677], [-7.980, -5.781, 26.756], [-10.105, -6.478, 27.679], [-11.825, -2.608, 29.534], [-12.219, -2.453, 27.802], [-10.733, -1.771, 28.567], [-10.370, -4.118, 26.405], [-9.162, -3.291, 27.395], [-8.813, -5.339, 28.710], [-7.499, -4.897, 26.336], [-8.319, -6.361, 25.897], [-7.214, -6.490, 27.069], [-9.904, -6.955, 26.811], [-10.977, -5.969, 27.644], [-5.818, -10.074, 29.792], [-7.119, -9.524, 30.076], [-7.335, -8.035, 29.727], [-6.637, -7.013, 30.480], [-5.303, -9.434, 29.296], [-7.802, -10.137, 29.489], [-7.330, -9.879, 31.084], [-8.397, -7.794, 29.682], [-7.094, -8.065, 28.664], [-6.042, -6.551, 29.885], [-9.442, -11.730, 25.864], [-9.624, -10.658, 26.698], [-10.701, -10.931, 27.697], [-11.891, -11.415, 27.097], [-10.348, -11.963, 25.646], [-8.713, -10.286, 27.167], [-10.003, -9.846, 26.078], [-10.958, -10.013, 28.226], [-10.175, -11.651, 28.325], [-12.227, -10.595, 26.728]],
  "e_above_lowest_kcal_mol": 214.4,
  "lumo_ev": 0.29,
  "homo_ev": -8.064,
  "smiles": "COC[C@H](C)N.COC[C@H](C)N.COC[C@H](C)N.COC[C@H](C)N.COC[C@H](C)N.COC[C@H](C)N.OCCO.OCCO"
}